Arrangement i

The following is a DFT calculation (ωB97M-V/def2-TZVPD) of a cluster of 2 separate species, C17H19NO in total.

Last column: Mulliken charge in e.
Positions of all 38 atoms, in Å:
C 0.651 -3.886 2.511  -1.286
C 0.666 -3.899 1.005  0.457
C 1.416 -4.695 0.208  -0.560
N 1.523 -4.170 -1.092  -0.156
C 0.653 -3.055 -1.188  -0.290
C 0.379 -2.170 -2.251  -1.116
C -0.598 -1.235 -2.037  -0.119
C -1.223 -1.150 -0.757  -0.835
C -0.652 -1.764 0.310  0.001
C 0.209 -2.848 0.153  0.917
H 0.597 -2.888 2.903  0.342
H 1.510 -4.434 2.954  0.304
H -0.271 -4.468 2.611  0.339
H 1.623 -5.743 0.499  0.337
H 1.706 -4.769 -1.901  0.269
H 0.963 -2.118 -3.056  0.559
H -1.070 -0.733 -2.953  0.346
H -2.068 -0.417 -0.587  0.292
H -0.801 -1.395 1.358  0.199
C 2.340 3.685 -0.104  -1.178
C 1.617 2.263 -0.167  -1.069
C 0.147 2.419 -0.031  0.616
C -0.787 2.365 -1.183  -0.416
C -2.081 2.808 -1.138  -0.858
C -2.628 3.013 0.159  1.168
O -3.942 3.404 0.328  -0.543
C -1.796 2.978 1.296  -0.697
C -0.453 2.730 1.140  -0.417
H 3.386 3.382 0.169  0.296
H 1.865 4.374 0.563  0.379
H 2.262 4.369 -0.901  0.398
H 1.827 1.660 -0.987  0.493
H 2.093 1.889 0.797  0.296
H -0.203 2.027 -2.024  0.353
H -2.587 2.930 -2.101  0.344
H -4.095 3.545 1.302  0.299
H -2.410 3.108 2.206  0.206
H 0.231 2.891 1.985  0.332

Output
* HOMO: -0.2869 Eh
* total charge: 0
* HOMO-LUMO gap: 8.62 eV

=====

Arrangement ii

The following is a DFT calculation (ωB97M-V/def2-TZVPD) of a cluster of 2 separate species, C17H19NO in total.

Last column: Mulliken charge in e.
Positions of all 38 atoms, in Å:
C -0.988 3.377 4.164  -1.543
C -0.018 2.244 4.156  0.380
C 1.029 2.123 5.068  -0.618
N 1.852 1.148 4.666  -0.079
C 1.523 0.809 3.400  0.280
C 2.320 -0.060 2.628  -0.848
C 1.808 -0.393 1.396  -0.455
C 0.497 0.111 1.040  -0.218
C -0.278 0.982 1.765  -0.719
C 0.328 1.437 3.008  0.799
H -1.019 4.145 3.492  0.385
H -0.989 3.965 5.012  0.411
H -1.866 2.791 3.990  0.330
H 1.127 2.545 6.088  0.332
H 2.853 0.930 5.066  0.300
H 3.244 -0.507 2.947  0.331
H 2.330 -0.948 0.569  0.358
H 0.019 -0.326 0.123  0.348
H -1.285 1.529 1.569  0.246
C 1.518 0.215 -3.967  -1.179
C 0.691 0.070 -2.683  -0.317
C -0.511 -0.887 -2.809  0.084
C -0.219 -2.270 -2.633  -0.282
C -1.122 -3.305 -2.645  -0.690
C -2.449 -2.911 -3.121  0.893
O -3.389 -3.876 -3.382  -0.570
C -2.729 -1.594 -3.389  -0.661
C -1.782 -0.550 -3.208  -0.292
H 2.490 0.404 -3.634  0.417
H 1.168 1.016 -4.719  0.268
H 1.154 -0.698 -4.500  0.280
H 1.209 -0.181 -1.778  -0.048
H 0.362 1.110 -2.589  0.406
H 0.882 -2.526 -2.460  0.212
H -0.812 -4.289 -2.554  0.380
H -3.147 -4.812 -3.015  0.327
H -3.701 -1.303 -3.763  0.371
H -2.100 0.488 -3.298  0.378

Output
* HOMO: -0.2831 Eh
* total charge: 0
* HOMO-LUMO gap: 8.49 eV

=====

Which structure is the most stable? The one labeled arrangement i.